Density functional theory data (the ωB97M-V functional and the def2-TZVPD basis) for a cluster of 2 separate species, C26H57N2O7PS2Si in total.

Last column: Mulliken charge in e.
Element x y z (Å)
1 C -3.4762 1.5547 3.0433  -1.110
2 C -2.1808 0.7832 3.2552  -0.679
3 C -1.9615 -0.3694 2.2935  -0.591
4 O -2.0669 -0.0663 0.9151  0.039
5 C -0.9156 0.1277 0.0972  1.033
6 C 0.1491 0.8713 0.9026  -2.624
7 C -1.4976 1.0448 -1.0647  3.116
8 C -1.6646 2.4619 -0.4745  -1.558
9 C -2.6642 3.5448 -0.9461  -1.927
10 C -3.4474 3.5065 -2.2588  -0.371
11 N -4.8121 4.0313 -2.0300  -0.664
12 C -2.7912 0.3547 -1.5560  -1.883
13 S -4.3876 0.6921 -0.8256  1.112
14 O -5.2842 1.0533 -1.8866  -0.699
15 O -4.3323 1.5050 0.3494  -0.550
16 C -0.3750 1.0140 -2.1804  -0.343
17 Si -0.2031 2.3230 -3.5901  0.872
18 C 1.3833 1.9003 -4.5243  -1.550
19 C -1.5523 2.3038 -4.8990  -1.392
20 C 0.1292 4.0555 -2.9316  -1.259
21 S -0.3431 -0.5551 -3.0036  0.841
22 O -1.4408 -0.6658 -3.9147  -0.735
23 O 0.9539 -0.8101 -3.5506  -0.705
24 O -0.6002 -1.5854 -1.8283  0.055
25 C -0.3380 -1.2555 -0.4303  1.020
26 C -1.0127 -2.4375 0.3029  -1.762
27 C -0.8391 -3.8183 -0.3493  1.249
28 C -0.7043 -4.8752 0.7618  -2.077
29 C -2.0669 -4.1914 -1.2007  -1.649
30 P 1.5804 -1.3976 -0.2674  -0.348
31 C 1.9092 -2.1602 1.3740  0.023
32 C 3.3767 -1.9095 1.7879  -1.608
33 C 2.1508 -2.6558 -1.5000  -0.844
34 C 2.7099 -3.9637 -0.9291  -1.339
35 H -4.3052 0.8738 2.8568  0.259
36 H -3.7124 2.1519 3.9220  0.492
37 H -3.4279 2.2344 2.1963  0.115
38 H -1.3383 1.4732 3.2997  0.270
39 H -2.2277 0.3176 4.2434  0.468
40 H -2.7402 -1.1069 2.5062  0.668
41 H -1.0342 -0.8691 2.5739  -0.047
42 H -0.2941 1.7056 1.4339  0.626
43 H 0.5915 0.2414 1.6694  0.622
44 H 0.9624 1.2589 0.3008  0.213
45 H -0.6645 2.8914 -0.4590  0.776
46 H -1.9058 2.3108 0.5744  -0.664
47 H -3.4212 3.6707 -0.1762  0.807
48 H -2.1201 4.4904 -0.9319  0.694
49 H -3.5569 2.5323 -2.7148  0.284
50 H -2.9640 4.1376 -3.0034  0.353
51 H -4.8201 5.0370 -2.1149  0.225
52 H -5.4391 3.6311 -2.7120  0.239
53 H -2.9462 0.5691 -2.6082  0.336
54 H -2.7076 -0.7282 -1.5142  0.453
55 H -4.7507 -0.5561 -0.4437  0.139
56 H 0.5965 1.0448 -1.6811  0.318
57 H 1.1997 1.1020 -5.2363  0.373
58 H 1.6796 2.8049 -5.0525  0.396
59 H 2.1741 1.6040 -3.8382  0.331
60 H -2.0207 3.2801 -5.0031  0.421
61 H -1.1193 2.0542 -5.8652  0.531
62 H -2.3476 1.5895 -4.7050  0.367
63 H 0.8507 4.5280 -3.5968  0.530
64 H 0.5947 4.0418 -1.9466  0.361
65 H -0.7507 4.6880 -2.9072  0.345
66 H -2.0821 -2.2180 0.2819  1.029
67 H -0.7398 -2.4456 1.3495  0.235
68 H 0.0179 -3.8889 -1.0110  -0.114
69 H 0.0892 -4.6469 1.4678  0.373
70 H -1.6597 -4.9426 1.2844  0.488
71 H -0.5443 -5.8513 0.3070  0.424
72 H -1.9643 -3.7624 -2.1972  0.217
73 H -2.9892 -3.8203 -0.7612  0.285
74 H -2.1263 -5.2692 -1.3373  0.543
75 H 1.6876 -3.2256 1.4145  0.403
76 H 1.2737 -1.7161 2.1384  0.289
77 H 3.4076 -1.6230 2.8392  0.472
78 H 3.7958 -1.0798 1.2241  0.380
79 H 3.9830 -2.8054 1.6977  0.342
80 H 1.3533 -2.9162 -2.1885  0.551
81 H 2.9230 -2.1675 -2.0878  0.702
82 H 2.9746 -4.6493 -1.7300  0.409
83 H 3.5507 -3.8111 -0.2594  0.299
84 H 1.9394 -4.4709 -0.3445  0.282
85 C 6.6550 -0.8298 4.1585  -0.947
86 N 6.0728 0.2639 4.9088  0.099
87 C 6.1908 0.2803 6.3570  -0.956
88 C 5.4168 1.2756 4.3068  0.117
89 O 4.9070 2.2097 4.8915  -0.598
90 H 6.2042 -1.7753 4.4682  0.336
91 H 7.7325 -0.8799 4.3270  0.363
92 H 6.4724 -0.6853 3.0957  0.309
93 H 5.2025 0.2808 6.8172  0.303
94 H 6.7141 1.1790 6.6838  0.289
95 H 6.7418 -0.5984 6.6822  0.387
96 H 5.3805 1.1736 3.2079  0.298

Properties
E_HOMO = -8.31 eV
LUMO level = 0.36 eV
Maximum force = 1.9 eV Å⁻¹
SMILES = CCCO[C@]1(C)[C@](CCCN)(C[SH](=O)=O)[C@H]([Si](C)(C)C)S(=O)(=O)O[C@@]1(CC(C)C)P(CC)CC.CN(C)C=O
Calculated total energy = -3088.20260 Ha
Multiplicity = 1
Gap between HOMO and LUMO = 8.7 eV



Density functional theory data (the ωB97M-V functional and the def2-TZVPD basis) for a structure of composition C26H58OP4Pt.

Last column: Mulliken spin population.
Element x y z (Å)
1 Pt -1.8790 -1.0265 -1.5800  0.317
2 P -2.6565 -0.7872 0.7048  0.229
3 P -0.5472 -2.8152 -1.1668  0.113
4 P -3.4810 0.2720 -2.4110  0.083
5 H 0.6941 2.7860 -1.2152  -0.001
6 C 0.0007 3.5530 -0.8479  -0.011
7 C -0.6062 3.4102 0.3498  0.010
8 H -0.3260 2.6592 1.0847  0.027
9 C -1.2865 -0.7808 1.8915  0.001
10 C -3.7819 -2.1488 1.1436  0.013
11 C -3.5679 0.7314 1.1732  0.031
12 C 1.1696 -2.3508 -1.4073  0.004
13 C -0.5358 -3.8188 0.3690  0.009
14 C -0.9910 -4.0890 -2.4276  -0.017
15 C -3.2526 2.0216 -2.0052  0.013
16 C -5.1941 -0.1759 -1.9363  0.008
17 C -3.4761 0.1619 -4.2275  0.052
18 H -0.2266 4.3794 -1.5236  0.001
19 H -1.3523 4.1470 0.6580  0.001
20 H -0.7622 0.1821 1.8548  0.112
21 H -0.5529 -1.5477 1.6327  -0.049
22 H -1.5932 -0.9483 2.9258  0.022
23 H -3.3606 -3.1189 0.8823  -0.001
24 H -4.7242 -2.0587 0.5947  -0.001
25 H -4.0415 -2.1904 2.2095  0.004
26 H -2.9416 1.6108 0.9930  -0.009
27 H -3.8466 0.7432 2.2325  0.011
28 H -4.4887 0.8502 0.5989  -0.001
29 H 1.5945 -3.0282 -2.1613  0.003
30 H 1.7106 -2.4662 -0.4629  0.000
31 H 1.2269 -1.3150 -1.7553  0.009
32 H -0.3521 -4.8611 0.0513  0.001
33 H -1.4802 -3.7858 0.9321  -0.001
34 H 0.2997 -3.5044 1.0203  0.001
35 H -0.4261 -4.9936 -2.2193  0.005
36 H -0.7420 -3.6952 -3.4186  0.012
37 H -2.0707 -4.2860 -2.3712  0.001
38 H -3.6922 2.6188 -2.8205  0.000
39 H -2.1786 2.2274 -1.9201  -0.005
40 H -3.7544 2.2680 -1.0589  -0.003
41 H -5.8758 0.2667 -2.6775  0.000
42 H -5.4610 0.1967 -0.9396  -0.001
43 H -5.3065 -1.2681 -1.9542  0.000
44 H -4.3934 0.6236 -4.6292  0.008
45 H -3.4295 -0.8965 -4.5152  -0.002
46 H -2.5855 0.6880 -4.6074  0.000
47 C 0.2511 0.4213 -4.1035  0.205
48 C 0.7735 -0.8144 -4.6320  0.165
49 C 1.4684 -0.8711 -5.8283  0.099
50 C 1.5494 0.2659 -6.6611  0.268
51 C 0.8852 1.4411 -6.2649  0.056
52 C 0.1985 1.5126 -5.0718  0.175
53 O -0.0942 0.5837 -2.8777  0.887
54 H -2.1536 -2.3241 -2.5932  0.207
55 H 0.6718 -1.7083 -4.0182  0.000
56 H 1.9557 -1.7958 -6.1409  0.014
57 H 2.1236 0.2282 -7.5864  -0.005
58 H 0.9222 2.3280 -6.9292  0.013
59 H -0.3509 2.4211 -4.7792  -0.006
60 C 2.7078 3.0949 1.4678  0.034
61 C 3.3050 1.7708 1.9569  0.111
62 C 4.4694 2.0465 2.9050  0.042
63 P 1.9484 0.6640 2.6088  0.478
64 C 2.5479 -1.0905 2.5237  0.072
65 C 4.0650 -1.2813 2.5581  0.046
66 C 1.8246 -2.0321 3.5008  0.022
67 C 1.6844 1.0345 4.4206  0.071
68 C 2.8199 0.6924 5.3782  0.036
69 C 1.2341 2.4886 4.6021  0.016
70 H 2.3520 3.7018 2.3121  -0.003
71 H 1.8737 2.9620 0.7744  -0.015
72 H 3.4893 3.6733 0.9533  0.001
73 H 3.6875 1.2215 1.0784  0.012
74 H 4.1730 2.7209 3.7213  0.000
75 H 4.9219 1.1428 3.3262  -0.005
76 H 5.2583 2.5646 2.3388  0.010
77 H 2.2064 -1.3446 1.5019  -0.014
78 H 4.5056 -1.0625 3.5407  -0.002
79 H 4.2779 -2.3342 2.3317  0.006
80 H 4.5734 -0.6760 1.7966  0.001
81 H 0.7540 -1.8004 3.5966  -0.005
82 H 1.9053 -3.0593 3.1134  -0.001
83 H 2.2725 -2.0267 4.5035  0.001
84 H 0.8289 0.3768 4.6600  0.007
85 H 3.6488 1.4014 5.2915  0.000
86 H 2.4269 0.7869 6.4004  0.011
87 H 3.2082 -0.3258 5.2734  -0.001
88 H 0.8470 2.6089 5.6229  0.000
89 H 2.0730 3.1860 4.4802  0.000
90 H 0.4325 2.7666 3.9043  -0.007

Properties
E_HOMO (alpha / beta) = -19.73 / -19.70 eV
LUMO level (alpha / beta) = -11.25 / -15.68 eV
Maximum force = 3.7 eV Å⁻¹
Total charge = +4
Calculated total energy = -2583.81370 Ha
Multiplicity = 5
Gap between HOMO and LUMO (alpha / beta) = 8.5 / 4.0 eV



Density functional theory data (the ωB97M-V functional and the def2-TZVPD basis) for a structure of composition C26H59BaNO15.

Last column: Mulliken charge in e.
Element x y z (Å)
1 Ba 0.0292 0.6831 -4.1612  1.719
2 C 1.7179 -0.1359 0.1162  -0.555
3 C 1.2010 -1.2870 -0.4645  0.626
4 C 1.7479 -1.7234 -1.8423  -0.137
5 O 1.5658 -2.8798 -2.2644  -0.598
6 C 2.2985 -0.6736 -2.7014  -0.607
7 C 2.3992 0.6942 -2.2004  -0.239
8 C 2.2035 0.9321 -0.7075  0.814
9 O 2.5192 2.0016 -0.1698  -0.842
10 O 2.5407 1.6049 -2.9950  -0.773
11 O 0.2576 -1.8480 0.0454  -0.522
12 H 1.9955 -0.2005 1.1732  0.672
13 H 2.7758 -0.8744 -3.6770  0.735
14 C -1.3168 -0.0281 9.3549  -0.834
15 O -2.2653 0.7441 8.6049  -0.408
16 C -2.0587 0.6526 7.1648  -0.335
17 C -2.7563 1.9220 6.7041  -0.606
18 N -2.5978 2.1391 5.3031  -0.287
19 C -1.2450 2.5307 4.9194  -0.937
20 C -1.3007 2.5580 3.4270  0.091
21 O -0.4751 3.2850 2.8307  -0.408
22 C 0.7468 2.6151 2.5366  -0.494
23 H -1.1033 -1.0499 8.9976  0.283
24 H -1.5476 -0.0756 10.3700  0.348
25 H -0.3752 0.4666 9.3306  0.328
26 H -2.4138 -0.2519 6.7590  0.354
27 H -1.0342 0.7749 6.9131  0.257
28 H -2.2748 2.7655 7.1948  0.318
29 H -3.8378 1.9519 6.9112  0.318
30 H -3.0551 3.0369 5.1570  0.305
31 H -0.4461 1.9144 5.2559  0.451
32 H -1.0398 3.5564 5.2073  0.436
33 H -2.1370 3.0848 3.0549  0.476
34 H -1.4647 1.5325 3.0498  -0.293
35 H 1.2872 2.2364 3.4271  0.368
36 H 1.4012 3.4134 2.1579  0.165
37 H 0.7384 1.8033 1.8159  0.069
38 C -2.3983 0.5000 0.3258  -1.195
39 C -1.4980 1.2779 -0.4112  0.309
40 O -0.8503 0.6220 -1.4454  0.015
41 H -1.9550 -0.4022 0.7021  0.091
42 H -3.2047 0.1031 -0.3206  0.274
43 H -2.8523 1.0011 1.1702  0.486
44 H -0.7298 1.8068 0.2260  -0.255
45 H -1.9984 2.1355 -0.8457  0.357
46 H -0.3697 -0.1344 -1.1462  -0.523
47 C -2.8969 -3.0029 -2.9149  -1.722
48 C -2.1263 -1.9163 -2.4626  0.436
49 O -1.0093 -1.7792 -3.2906  0.255
50 H -3.7231 -3.1773 -2.2572  0.436
51 H -2.3631 -3.9365 -2.8795  0.252
52 H -3.0957 -2.9206 -3.9484  0.408
53 H -1.6186 -2.2076 -1.5475  -0.150
54 H -2.7149 -1.0227 -2.3315  0.267
55 H -0.4057 -2.4991 -3.0840  -0.110
56 C 2.6052 1.4098 -6.4015  -0.916
57 C 2.5008 2.7737 -5.9880  -0.314
58 O 1.2216 2.9559 -5.3866  -0.558
59 H 2.5941 0.5664 -5.6111  0.263
60 H 3.5830 1.3018 -6.8762  0.430
61 H 1.8229 1.1537 -7.1653  0.140
62 H 2.5441 3.4787 -6.7951  0.424
63 H 3.2013 3.0923 -5.2228  0.305
64 H 1.3793 3.7210 -4.7623  0.373
65 C 0.1151 -3.3307 -5.8131  -1.482
66 C 1.2300 -2.4277 -5.7582  0.315
67 O 0.8564 -1.1224 -6.2376  -0.469
68 H -0.1178 -3.7526 -6.7983  0.392
69 H -0.7231 -2.8836 -5.4140  0.358
70 H 0.2764 -4.1646 -5.1731  0.363
71 H 2.0267 -2.8768 -6.4022  0.371
72 H 1.5895 -2.3907 -4.7599  0.014
73 H 0.9338 -1.0637 -7.2131  0.219
74 C -0.4225 -6.5241 -0.8456  -1.472
75 C 0.2605 -5.2715 -0.9093  0.200
76 O -0.6936 -4.2649 -0.7095  -0.459
77 H -0.8839 -6.5970 0.1040  0.350
78 H 0.3278 -7.2695 -1.0631  0.396
79 H -1.2769 -6.6777 -1.4731  0.318
80 H 0.7336 -5.1743 -1.8976  0.075
81 H 1.0966 -5.1758 -0.2212  0.340
82 H -0.2985 -3.4700 -0.3728  0.212
83 C 2.8527 4.9541 -1.7717  -0.586
84 C 1.6551 5.2956 -0.9951  -0.490
85 O 0.9679 4.1239 -0.7024  -0.394
86 O 2.4683 4.4117 -2.9974  -0.604
87 H 3.5607 4.2469 -1.2959  0.291
88 H 3.3966 5.8354 -2.0059  0.419
89 H 0.8494 5.8981 -1.4391  0.312
90 H 1.9786 5.8313 -0.1279  0.331
91 H 1.5998 3.4482 -0.4140  0.233
92 H 2.5135 3.4420 -2.9635  0.508
93 C -0.1217 -1.7356 3.5647  -0.500
94 C -0.7350 -1.2329 4.7594  -0.253
95 O -1.1369 -2.4117 5.4945  -0.595
96 O -0.2072 -0.7031 2.5626  0.128
97 H -0.6268 -2.6156 3.2048  0.411
98 H 0.9141 -2.0086 3.7917  0.247
99 H -1.5749 -0.6395 4.4511  0.295
100 H -0.0860 -0.5119 5.2521  0.209
101 H -1.7285 -2.9311 4.9860  0.331
102 H 0.1071 -1.0318 1.6752  -0.369

Properties
E_HOMO = -7.59 eV
LUMO level = -1.00 eV
Maximum force = 9.4 eV Å⁻¹
Calculated total energy = -2234.70320 Ha
Multiplicity = 1
Gap between HOMO and LUMO = 6.6 eV